No. 1
A cluster of 2 separate species, C7H15N2O3S2 in total at a distorted geometry. Source: the Open Molecules 2025 dataset; level of theory: ωB97M-V/def2-TZVPD.

```
! wB97M-V def2-TZVPD RIJCOSX def2/J DEFGRID3
* xyz 1 1
C -0.6454 2.9343 2.0414
C 0.4764 -2.4071 -0.0664
C 1.3391 -0.4699 -1.2818
C 0.7922 -3.2549 -1.3675
C 1.2661 -1.2692 -2.6062
C 0.1628 -0.1539 0.9276
C -0.9646 2.0296 -0.1667
N -1.1624 3.8840 2.8039
N 0.2277 -0.9627 -0.3158
O 0.3405 2.2481 2.1948
O 1.6278 -2.6014 -2.2506
O -1.3654 2.8390 0.8592
S -0.9323 -0.8186 2.1409
S -2.1774 1.2667 -1.0662
H -0.5387 -2.7826 0.4187
H 1.3011 -2.4855 0.6167
H 2.1834 -0.6308 -0.6610
H 1.0855 0.5950 -1.5053
H 1.2455 -4.1547 -1.1754
H -0.2661 -3.4921 -1.7090
H 0.3518 -1.2751 -3.0881
H 2.0474 -0.9451 -3.3560
H 0.9611 0.4949 1.1165
H -0.1233 2.3901 -0.7400
H -0.6558 4.0582 3.7303
H -2.0444 4.5066 2.5918
H -0.6515 -0.9712 -0.7560
H -0.7772 0.3670 2.8508
H -3.1039 1.0615 -0.1805
*
```

Computed properties:
Maximum force (eV Å⁻¹): 4.48
E_HOMO (alpha / beta) (eV): -11.4073 / -10.9806

No. 2
The molecule C7H15N2P at a distorted geometry. Source: the Open Molecules 2025 dataset; level of theory: ωB97M-V/def2-TZVPD.

```
! wB97M-V def2-TZVPD RIJCOSX def2/J DEFGRID3
* xyz 0 1
N -1.9509 -0.3596 0.8065
N 0.6436 -1.7075 0.3262
P -0.2403 -0.2903 0.2795
C 2.6050 2.2341 -1.1645
C -2.8551 0.3231 -0.1118
C -2.5342 0.9147 1.2687
C -0.0943 -2.8750 -0.2376
C 0.3065 -2.7606 1.2602
C 0.5706 1.2394 -0.1117
C 1.8805 0.9957 -0.7239
H 3.7234 1.9689 -1.3959
H 2.5130 3.0790 -0.4993
H 2.2697 2.5752 -2.1321
H -2.5814 0.6638 -1.1400
H -3.6656 -0.3537 -0.2932
H -1.9651 1.8625 1.2211
H -3.4034 0.8198 1.9444
H 0.5216 -3.7142 -0.7247
H -1.1941 -2.8306 -0.4606
H -0.5589 -2.8415 2.0195
H 1.2075 -3.2575 1.4350
H -0.1431 1.8402 -0.7697
H 0.7491 1.7810 0.8000
H 1.6829 0.3330 -1.6066
H 2.5133 0.3600 0.0105
*
```

Computed properties:
Maximum force (eV Å⁻¹): 2.95
E_HOMO (eV): -6.1380
SMILES string: CCCP(N1CC1)N1CC1

No. 3
The molecule C7H15N2P at a distorted geometry. Source: the Open Molecules 2025 dataset; level of theory: ωB97M-V/def2-TZVPD.

```
! wB97M-V def2-TZVPD RIJCOSX def2/J DEFGRID3
* xyz 0 1
C 1.2552 -0.8621 -0.2315
C -0.0947 -1.3749 0.4641
C -1.2011 -0.4943 0.3453
C 2.1313 -1.9941 -0.4880
C 0.3244 -1.4989 2.0290
C -2.1032 -0.5113 -0.8918
C -0.3555 3.7322 -0.1734
N 1.4382 0.3278 -0.4689
N 0.6893 1.3091 -0.1373
P 0.5101 2.5579 -1.3277
H -0.1220 -2.3643 -0.0501
H -1.5149 0.1521 1.1279
H 3.0329 -1.4954 -0.8721
H 1.6279 -2.6955 -1.1232
H 2.4567 -2.5634 0.4370
H 1.3268 -1.9244 2.0560
H -0.4691 -2.0781 2.5415
H 0.2996 -0.5279 2.3677
H -3.0031 -1.1502 -0.7859
H -1.4551 -0.9697 -1.6487
H -2.4364 0.5631 -1.1954
H 0.2571 4.4125 0.3665
H -0.9712 3.1448 0.5091
H -0.9251 4.4347 -0.7662
H -0.6981 1.8703 -2.0840
*
```

Computed properties:
Maximum force (eV Å⁻¹): 3.69
E_HOMO (alpha / beta) (eV): -7.4597 / -7.6914

No. 4
A cluster of 2 separate species, C7H15N3OSi in total at a distorted geometry. Source: the Open Molecules 2025 dataset; level of theory: ωB97M-V/def2-TZVPD.

```
! wB97M-V def2-TZVPD RIJCOSX def2/J DEFGRID3
* xyz 0 1
C -3.8337 -0.0330 -0.8367
C -2.8755 -0.4477 1.0799
C -0.8092 2.9097 -0.0409
C 0.6709 -0.8150 -1.9679
C 2.7191 -0.5147 0.1485
C 0.0809 -2.0650 0.9798
C 0.1189 0.8444 0.5567
N -4.0161 -0.6556 0.3956
N -2.6288 0.4926 -0.8258
N -2.0752 0.2986 0.3634
O 0.1079 1.8652 -0.2929
Si 0.8652 -0.7197 -0.0584
H -4.4289 0.0110 -1.7438
H -2.6583 -0.7067 2.0462
H -1.8910 2.5562 -0.2975
H -0.4659 3.7259 -0.7796
H -0.7077 3.1523 0.9670
H 1.5871 -0.8971 -2.5865
H 0.1272 -1.7184 -2.1660
H 0.2444 0.0950 -2.2520
H 3.4078 -1.3983 -0.0388
H 3.1241 0.3986 -0.4338
H 3.0821 -0.4585 1.2709
H 0.5455 -3.0718 0.9299
H 0.0944 -1.8759 2.0613
H -0.9157 -2.1481 0.6383
H -0.3201 1.0985 1.5781
*
```

Computed properties:
Maximum force (eV Å⁻¹): 4.69
E_HOMO (eV): -8.9215

No. 5
The molecule C7H15N4OP at a distorted geometry. Source: the Open Molecules 2025 dataset; level of theory: ωB97M-V/def2-TZVPD.

```
! wB97M-V def2-TZVPD RIJCOSX def2/J DEFGRID3
* xyz 0 1
C 1.2870 -0.7466 -0.5288
C 1.8354 -1.5172 0.6149
C 3.2795 -0.1688 0.0573
C 0.2469 1.4494 1.2814
C -0.0719 2.6598 -0.8725
C -2.3719 -0.4523 0.9215
C -1.7359 -2.2713 -0.5196
N 2.3308 0.1801 -0.7487
N 3.0708 -1.2785 0.8758
N -0.4356 1.5498 -0.0548
N -1.5365 -0.8915 -0.1731
O -0.4869 0.2608 -2.3249
P -0.3645 0.0382 -0.9005
H 1.2409 -1.3185 -1.3704
H 1.3193 -2.2815 1.1716
H 4.1914 0.2488 -0.0818
H 1.3116 1.2787 1.0652
H -0.0094 2.3816 1.8474
H -0.1410 0.5664 1.7045
H -0.1849 2.2669 -1.8894
H -0.6315 3.6428 -0.6885
H 0.9783 3.0412 -0.9537
H -3.4168 -0.7603 0.7600
H -2.0691 -0.6959 1.9310
H -2.5378 0.7578 0.9735
H -1.2125 -3.0618 0.1345
H -2.7531 -2.6428 -0.7212
H -1.1327 -2.2355 -1.5106
*
```

Computed properties:
Maximum force (eV Å⁻¹): 4.36
E_HOMO (eV): -9.1521
SMILES string: CN(C)P(=O)([C@@H]1C=NC=N1)N(C)C

No. 6
A cluster of 2 separate species, C7H15N5O4PS in total at a distorted geometry. Source: the Open Molecules 2025 dataset; level of theory: ωB97M-V/def2-TZVPD.

```
! wB97M-V def2-TZVPD RIJCOSX def2/J DEFGRID3
* xyz 1 1
C -2.4555 0.7189 5.2724
C -1.6661 0.2568 4.1784
N -0.4818 -0.2475 3.3333
C -0.3303 -1.5814 3.0445
N -1.3352 -2.6180 3.5543
C -0.7071 -3.8606 2.9467
N 0.5717 -3.5864 2.1442
N 0.7803 -2.2088 2.2311
P 2.1009 -1.2035 1.5755
N 3.6072 -2.1196 2.0197
O 2.0389 -1.0526 -0.1591
H -2.9971 0.9837 6.2984
H 0.1765 0.4897 2.9743
H -1.1599 -4.9527 3.1068
H 1.1903 -4.2588 1.6248
H 4.3490 -1.4452 2.3186
H 3.3235 -2.7317 2.8431
H 2.3403 -0.0965 -0.3464
O 0.8401 1.3845 -1.8290
S 0.0998 1.0817 -3.0340
O 0.6957 1.1943 -4.3499
O -1.3008 1.9154 -3.0206
C -1.2491 3.3293 -2.8880
C -0.7898 3.9931 -4.1730
C -0.5945 -0.5445 -2.8831
H -0.6115 3.6150 -2.0445
H -2.2640 3.6688 -2.6548
H 0.2464 3.7332 -4.4041
H -0.8512 5.0830 -4.0921
H -1.4022 3.6638 -5.0186
H -1.0774 -0.6370 -1.9098
H 0.2226 -1.2648 -2.9671
H -1.3099 -0.7014 -3.6922
*
```

Computed properties:
Maximum force (eV Å⁻¹): 10.67
E_HOMO (eV): -12.7584

No. 7
The molecule C7H15NO at a distorted geometry. Source: the Open Molecules 2025 dataset; level of theory: ωB97M-V/def2-TZVPD.

```
! wB97M-V def2-TZVPD RIJCOSX def2/J DEFGRID3
* xyz 0 1
C 0.9182 -0.0141 -0.3690
C -0.5330 -0.8415 -0.2339
C 1.9610 -0.5270 0.6307
C 0.7445 1.4990 -0.2161
C 1.4185 -0.3183 -1.7908
C -1.2872 -0.4196 0.9548
N -2.8287 0.8164 -0.4876
C -1.0554 -0.5865 2.2514
O -2.7426 -0.2187 0.5107
H -3.3630 1.5369 -0.0037
H -3.4613 0.4014 -1.1709
H -0.2847 -1.9069 -0.1703
H -1.0588 -0.6905 -1.1814
H 2.9530 -0.1141 0.4075
H 2.0489 -1.6179 0.5924
H 1.7344 -0.2295 1.6573
H -0.0101 1.8835 -0.9089
H 0.4424 1.7757 0.7985
H 1.6865 2.0231 -0.4200
H 0.7149 0.0459 -2.5469
H 2.3835 0.1676 -1.9802
H 1.5526 -1.3938 -1.9461
H -1.8542 -0.4406 2.9712
H -0.0794 -0.8306 2.6512
*
```

Computed properties:
Maximum force (eV Å⁻¹): 3.70
E_HOMO (eV): -9.2671
SMILES string: C=C(CC(C)(C)C)ON

No. 8
The molecule C7H15NO at a distorted geometry. Source: the Open Molecules 2025 dataset; level of theory: ωB97M-V/def2-TZVPD.

```
! wB97M-V def2-TZVPD RIJCOSX def2/J DEFGRID3
* xyz 0 1
C -0.8009 -0.5957 0.4322
C -2.2031 -0.1924 -0.0281
C -0.9788 -1.0826 1.8833
C -0.2482 1.4471 -0.9796
N -0.3595 0.9889 -2.1961
H -0.5880 -1.4865 -0.1674
H 0.5204 0.6054 -2.5440
H -0.9782 2.1327 -0.5332
H -2.9376 -0.9768 0.1909
H -2.2706 -0.1131 -1.1137
H -2.5439 0.7186 0.4723
H -1.2240 -0.2373 2.5359
H -0.1113 -1.6012 2.2962
H -1.7733 -1.8328 1.9711
C 1.8540 -1.0314 -0.3216
C 1.0432 1.3616 -0.1475
C 1.0097 -0.0341 0.4262
O 2.1998 1.6377 -0.9321
H 1.9505 1.9992 -1.7965
H 0.9825 2.1000 0.6581
H 1.2575 -0.0050 1.4879
H 1.8129 -2.0233 0.1330
H 1.4834 -1.0598 -1.3640
H 2.9036 -0.7191 -0.3633
*
```

Computed properties:
Maximum force (eV Å⁻¹): 3.70
E_HOMO (eV): -9.5270
SMILES string: [H]/N=C\[C@H](O)[C@H](C)C(C)C

No. 9
A cluster of 2 separate species, C7H15NO in total at a distorted geometry. Source: the Open Molecules 2025 dataset; level of theory: ωB97M-V/def2-TZVPD.

```
! wB97M-V def2-TZVPD RIJCOSX def2/J DEFGRID3
* xyz 0 1
C 2.4306 -0.9616 -0.9653
C 1.4428 -0.4460 0.0288
N 2.2334 -2.3638 -1.2938
C 1.0274 0.9514 0.0549
O 0.7781 -1.3003 0.7307
H -0.1557 -0.8125 1.0497
H 2.0345 -2.9084 -0.4632
H 3.0512 -2.7495 -1.7478
H 2.3462 -0.3540 -1.8742
H 3.4297 -0.7277 -0.5482
H 1.6215 1.5499 -0.6334
H 1.0657 1.4079 1.0452
C -1.4463 0.1419 1.3508
C -2.8504 -0.1258 0.8538
C -0.4954 0.9734 -0.4044
C -1.0291 2.2004 -0.6783
H -1.3424 1.1084 1.8393
H -1.2050 -0.5862 2.1496
H -0.7356 0.1773 -1.1069
H -2.9322 -1.1201 0.4083
H -3.5957 -0.0605 1.6527
H -3.1337 0.6070 0.0952
H -0.7473 3.0777 -0.1102
H -1.7923 2.3211 -1.4334
*
```

Computed properties:
Maximum force (eV Å⁻¹): 1.62
E_HOMO (alpha / beta) (eV): -6.3602 / -6.3605

No. 10
A cluster of 2 separate species, C7H15NO in total at a distorted geometry. Source: the Open Molecules 2025 dataset; level of theory: ωB97M-V/def2-TZVPD.

```
! wB97M-V def2-TZVPD RIJCOSX def2/J DEFGRID3
* xyz 0 1
C 1.4317 0.7280 0.4279
C 1.9078 -0.1818 1.5257
C 0.8249 1.9918 0.7115
N 2.0853 0.5644 -0.7912
H -0.1066 -0.0527 0.1803
H 1.7264 1.1284 -1.5484
H 2.2339 -0.3931 -1.0764
H 2.9476 0.0427 1.7842
H 1.8646 -1.2299 1.2207
H 1.2919 -0.0727 2.4172
H 1.1851 2.8215 0.1074
H 0.8360 2.2629 1.7629
H -0.4747 1.9013 0.4455
C -0.6948 -2.3766 -1.0077
C -1.5783 -1.1969 -0.7623
C -1.8852 1.1734 0.0348
O -2.8542 -1.4160 -1.2188
C -1.2419 -0.0926 -0.0936
H -3.3740 -0.6283 -1.0031
H -0.5967 -2.5613 -2.0804
H -1.1206 -3.2714 -0.5493
H 0.2961 -2.2102 -0.5905
H -2.4309 1.3903 0.9494
H -2.2734 1.6788 -0.8459
*
```

Computed properties:
Maximum force (eV Å⁻¹): 1.46
E_HOMO (alpha / beta) (eV): -6.8455 / -6.8450

No. 11
The molecule C7H15NO2 at a distorted geometry. Source: the Open Molecules 2025 dataset; level of theory: ωB97M-V/def2-TZVPD.

```
! wB97M-V def2-TZVPD RIJCOSX def2/J DEFGRID3
* xyz 0 1
C -0.2428 0.1718 -0.1305
C 0.9596 -0.7188 -0.3170
C -1.4882 -0.9522 -0.0035
C -0.4710 1.0587 -1.3451
C -0.1617 1.0015 1.1455
C -2.8708 -0.3231 0.0027
C 2.3390 0.2638 -0.3283
N 3.3396 -0.2737 0.4076
O 1.1304 -1.7341 0.6289
O 2.4760 1.3052 -0.9348
H 0.9724 -1.3587 1.5040
H 0.9488 -1.1978 -1.2995
H 4.2586 0.1398 0.3632
H 3.2443 -1.2173 0.7460
H -1.4095 -1.6572 -0.8328
H -1.3321 -1.5040 0.9247
H -0.6167 0.4597 -2.2418
H 0.3897 1.7053 -1.4973
H -1.3423 1.6910 -1.1926
H -0.0158 0.3861 2.0340
H 0.6653 1.7056 1.0759
H -1.0817 1.5652 1.2818
H -3.6311 -1.0932 0.1393
H -2.9789 0.3991 0.8096
H -3.0810 0.1771 -0.9401
*
```

Computed properties:
Maximum force (eV Å⁻¹): 3.42
E_HOMO (eV): -8.9972
SMILES string: CCC(C)(C)[C@H](O)C(N)=O

No. 12
A cluster of 2 separate species, C7H15NO2 in total at a distorted geometry. Source: the Open Molecules 2025 dataset; level of theory: ωB97M-V/def2-TZVPD.

```
! wB97M-V def2-TZVPD RIJCOSX def2/J DEFGRID3
* xyz 0 1
C -4.3061 1.3319 1.0373
C -3.4024 0.9126 -0.1012
O -2.1389 0.5321 0.4048
C -1.2240 0.1698 -0.6086
C 0.0203 -0.3910 0.0504
C 1.1739 -0.6355 -0.9188
C 2.3520 -1.2764 -0.1824
C 3.6524 -1.1440 -0.8544
N 4.4768 -0.6980 -1.5923
H -5.3006 1.5789 0.6423
H -4.4202 0.5220 1.7711
H -3.9049 2.2164 1.5514
H -3.8449 0.0634 -0.6531
H -3.2763 1.7437 -0.8189
H -1.6620 -0.5952 -1.2759
H -0.9844 1.0643 -1.2125
H 0.3649 0.3252 0.8142
H -0.2486 -1.3147 0.5860
H 0.8598 -1.2957 -1.7396
H 1.4603 0.3198 -1.3821
H 2.4768 -0.8552 0.8279
H 2.1670 -2.3424 0.0183
O 5.3858 -0.0369 1.3883
H 4.7295 -0.4551 1.9706
H 5.5937 0.2601 0.2772
*
```

Computed properties:
Maximum force (eV Å⁻¹): 6.28
E_HOMO (eV): -10.1244
SMILES string: CCOCCCCC#N.O